Entry from the OMol25 dataset: a structure of composition C27H30MoN3O (ωB97M-V/def2-TZVPD).

Each line ends with the Mulliken charge.
Positions of all 62 atoms, in Å:
1 Mo 0.571 -0.137 -0.572  -0.019
2 C -1.523 -1.073 -4.248  -0.737
3 C -2.803 -1.004 -3.716  -0.919
4 C -3.014 -0.601 -2.402  -1.179
5 C -1.950 -0.290 -1.562  1.218
6 C -0.647 -0.389 -2.133  0.875
7 C -0.431 -0.747 -3.453  -0.306
8 C -2.150 0.232 -0.182  1.361
9 C -3.403 0.477 0.372  -1.020
10 C -3.499 1.057 1.615  -0.981
11 C -2.348 1.452 2.321  1.050
12 C -2.409 2.106 3.575  -0.847
13 C -1.263 2.508 4.198  -0.840
14 C -0.012 2.279 3.588  -1.079
15 C 0.080 1.633 2.381  -0.244
16 C -1.089 1.204 1.732  0.320
17 N -1.033 0.552 0.519  0.900
18 H -1.372 -1.371 -5.277  0.496
19 H -3.656 -1.246 -4.336  0.492
20 H -4.032 -0.514 -2.047  0.520
21 H 0.572 -0.799 -3.858  0.551
22 H -4.298 0.233 -0.179  0.556
23 H -4.474 1.239 2.051  0.509
24 H -3.378 2.289 4.021  0.484
25 H -1.307 3.013 5.154  0.459
26 H 0.888 2.626 4.079  0.497
27 H 1.051 1.490 1.918  0.373
28 O 2.445 -0.986 -0.537  -0.462
29 C 2.963 -2.233 0.145  -0.616
30 C 2.802 -2.093 1.637  -0.741
31 C 1.370 -1.731 2.055  -0.005
32 C 0.353 -2.625 1.402  0.602
33 C -0.072 -3.796 1.997  -0.825
34 C -0.902 -4.657 1.292  -0.417
35 C -1.274 -4.319 -0.002  -0.957
36 C -0.832 -3.126 -0.529  -0.485
37 N -0.041 -2.273 0.156  0.748
38 H 3.187 -0.389 -0.720  0.252
39 H 4.000 -2.320 -0.168  0.530
40 H 2.381 -3.041 -0.287  0.304
41 H 3.506 -1.361 2.036  0.449
42 H 3.080 -3.059 2.069  0.422
43 H 1.160 -0.676 1.802  -0.803
44 H 1.285 -1.772 3.140  0.753
45 H 0.252 -4.037 3.001  0.574
46 H -1.244 -5.580 1.742  0.483
47 H -1.899 -4.970 -0.596  0.499
48 H -1.112 -2.836 -1.532  0.453
49 C 1.399 2.759 -2.935  -1.537
50 C 1.701 2.647 -1.431  1.055
51 C 3.207 2.670 -1.149  -1.582
52 C 0.950 3.719 -0.628  -1.407
53 N 1.193 1.365 -1.012  -0.530
54 H 1.731 3.739 -3.277  0.463
55 H 0.330 2.677 -3.132  0.415
56 H 1.937 2.001 -3.503  0.379
57 H 3.600 3.639 -1.453  0.436
58 H 3.734 1.912 -1.733  0.411
59 H 3.419 2.544 -0.085  0.404
60 H 1.295 4.696 -0.964  0.500
61 H 1.153 3.631 0.439  0.356
62 H -0.125 3.661 -0.802  0.390

## Properties
HOMO   -17.76 eV
Energy above the lowest of the compared OMol25 structures with the same formula, charge and spin   0.0 kJ/mol
LUMO   -11.895 eV
Charge   +3
E_tot   -36832.9176 eV

***

Entry from the OMol25 dataset: a cluster of 2 separate species, C27H30N2O4S2 in total in a non-equilibrium geometry (ωB97M-V/def2-TZVPD).

Each line ends with the Mulliken charge.
Positions of all 65 atoms, in Å:
1 O -0.595 -1.297 -1.839  -0.592
2 S 0.842 -1.384 -2.308  1.394
3 O 1.142 -1.858 -3.712  -0.696
4 C 1.586 0.240 -2.142  -0.784
5 C 0.927 1.335 -2.479  0.275
6 C -0.442 1.371 -3.013  -0.087
7 C -0.798 0.605 -4.119  0.035
8 C -2.087 0.623 -4.601  -0.799
9 C -3.051 1.382 -3.971  -0.374
10 C -2.717 2.135 -2.864  -0.651
11 C -1.425 2.134 -2.391  -0.392
12 S 3.239 0.383 -1.469  1.743
13 O 4.062 -0.788 -1.952  -0.663
14 O 3.007 0.681 -0.004  -0.668
15 C 3.915 1.859 -2.237  -0.355
16 C 4.521 1.783 -3.469  -0.276
17 C 5.059 2.917 -4.044  -0.692
18 C 4.987 4.127 -3.385  -0.333
19 C 4.372 4.200 -2.152  -0.744
20 C 3.837 3.064 -1.579  -0.019
21 C 1.646 -2.377 -1.047  -0.065
22 C 2.397 -3.471 -1.402  -0.154
23 C 2.992 -4.246 -0.426  -0.656
24 C 2.837 -3.919 0.906  -0.469
25 C 2.097 -2.809 1.256  -0.752
26 C 1.503 -2.038 0.278  -0.449
27 H 1.411 2.287 -2.343  0.635
28 H -0.066 -0.051 -4.559  0.460
29 H -2.350 0.022 -5.456  0.409
30 H -4.068 1.376 -4.331  0.391
31 H -3.475 2.706 -2.351  0.390
32 H -1.165 2.706 -1.517  0.460
33 H 4.591 0.828 -3.964  0.445
34 H 5.542 2.856 -5.006  0.397
35 H 5.413 5.012 -3.829  0.393
36 H 4.315 5.142 -1.633  0.410
37 H 3.375 3.102 -0.607  0.489
38 H 2.521 -3.706 -2.447  0.470
39 H 3.580 -5.103 -0.705  0.393
40 H 3.297 -4.526 1.670  0.404
41 H 1.987 -2.539 2.293  0.449
42 H 0.937 -1.159 0.540  0.575
43 C -1.400 -1.305 2.571  -1.501
44 C -2.384 -0.893 3.390  1.286
45 N -3.588 -1.627 3.500  0.159
46 C -3.771 -2.922 2.844  -1.129
47 C -4.807 -0.998 4.042  -0.603
48 C -4.497 -0.007 5.159  -0.714
49 C -3.408 0.969 4.726  -0.605
50 N -2.231 0.279 4.167  0.170
51 C -0.968 1.016 4.221  -1.134
52 H -0.493 -0.748 2.459  -0.087
53 H -1.507 -2.171 1.951  0.156
54 H -2.840 -3.486 2.828  0.356
55 H -4.509 -3.519 3.378  0.307
56 H -4.114 -2.775 1.821  0.374
57 H -5.313 -0.488 3.216  0.292
58 H -5.491 -1.779 4.392  0.373
59 H -5.406 0.535 5.457  0.359
60 H -4.161 -0.555 6.048  0.289
61 H -3.794 1.646 3.957  0.295
62 H -3.094 1.599 5.565  0.369
63 H -0.118 0.338 4.168  0.373
64 H -0.912 1.720 3.392  0.365
65 H -0.889 1.570 5.155  0.305

## Properties
HOMO   -6.97 eV
Energy above the lowest of the compared OMol25 structures with the same formula, charge and spin   94.9 kJ/mol
LUMO   0.021 eV
E_tot   -61322.6494 eV

***

Entry from the OMol25 dataset: the molecule C27H30N2O6S (ωB97M-V/def2-TZVPD).

Each line ends with the Mulliken charge.
Positions of all 66 atoms, in Å:
1 C -0.352 -5.966 0.303  -1.090
2 C -0.102 -5.795 -1.189  -0.201
3 O -0.817 -4.680 -1.716  -0.391
4 C -0.270 -3.472 -1.534  0.149
5 O 0.805 -3.293 -0.979  -0.724
6 C -1.063 -2.399 -2.078  -0.641
7 C -0.583 -1.141 -1.929  0.963
8 S 0.911 -0.828 -1.084  0.113
9 C 0.677 0.904 -1.252  0.236
10 C 1.384 1.914 -0.698  -0.869
11 C 2.562 1.860 0.128  1.202
12 C 3.545 0.881 -0.070  1.019
13 O 3.354 0.043 -1.111  -0.527
14 C 4.234 -1.040 -1.358  -0.717
15 C 4.044 -2.198 -0.384  -0.637
16 C 4.701 0.871 0.734  -0.717
17 C 4.891 1.820 1.696  -1.464
18 C 3.936 2.829 1.927  0.879
19 C 4.133 3.801 2.929  -0.752
20 C 3.190 4.760 3.169  -0.555
21 C 2.007 4.769 2.419  -0.760
22 C 1.790 3.837 1.440  -0.923
23 C 2.753 2.850 1.143  0.466
24 C -0.540 1.187 -2.002  -0.029
25 O -1.011 2.286 -2.249  -0.770
26 N -1.150 0.016 -2.395  0.169
27 C -2.369 0.053 -3.176  -1.316
28 C -3.568 0.130 -2.215  0.696
29 O -4.294 -0.815 -1.996  -0.652
30 N -3.677 1.341 -1.640  0.001
31 C -4.532 1.585 -0.506  -1.016
32 C -3.706 1.713 0.793  0.334
33 C -3.040 0.391 1.186  0.036
34 C -4.156 -0.308 1.964  -0.819
35 C -4.992 0.861 2.511  -0.549
36 O -4.532 2.051 1.884  -0.531
37 H 0.034 -5.105 0.843  0.286
38 H -1.418 -6.057 0.496  0.314
39 H 0.153 -6.860 0.657  0.364
40 H 0.968 -5.655 -1.379  0.298
41 H -0.471 -6.657 -1.751  0.293
42 H -2.003 -2.633 -2.542  0.507
43 H 0.973 2.898 -0.891  0.709
44 H 3.971 -1.364 -2.368  0.389
45 H 5.275 -0.692 -1.369  0.429
46 H 3.028 -2.576 -0.457  0.047
47 H 4.739 -2.995 -0.633  0.421
48 H 4.222 -1.881 0.641  0.297
49 H 5.457 0.118 0.582  0.380
50 H 5.788 1.804 2.299  0.392
51 H 5.045 3.767 3.507  0.387
52 H 3.344 5.504 3.936  0.392
53 H 1.255 5.518 2.624  0.404
54 H 0.858 3.859 0.898  0.332
55 H -2.331 0.948 -3.803  0.424
56 H -2.438 -0.841 -3.795  0.529
57 H -2.971 2.039 -1.849  0.303
58 H -5.097 2.508 -0.656  0.199
59 H -5.227 0.746 -0.432  0.409
60 H -2.984 2.529 0.670  0.356
61 H -2.181 0.587 1.828  0.398
62 H -2.711 -0.186 0.324  -0.164
63 H -4.750 -0.928 1.294  0.271
64 H -3.769 -0.937 2.763  0.409
65 H -6.060 0.726 2.306  0.289
66 H -4.861 0.996 3.589  0.324

## Properties
HOMO   -7.79 eV
Energy above the lowest of the compared OMol25 structures with the same formula, charge and spin   0.0 kJ/mol
LUMO   -0.554 eV
E_tot   -54587.3434 eV

***

Entry from the OMol25 dataset: the molecule C27H30N4O4 (ωB97M-V/def2-TZVPD).

Each line ends with the Mulliken charge.
Positions of all 65 atoms, in Å:
1 C 0.639 3.122 -3.346  -1.962
2 C 0.890 1.710 -2.927  1.872
3 C 1.675 0.879 -3.711  -1.371
4 C 1.953 -0.420 -3.323  -0.976
5 C 1.460 -0.889 -2.123  -0.700
6 C 0.683 -0.060 -1.320  -0.593
7 N 0.183 -0.600 -0.098  0.895
8 C 0.584 -0.214 1.128  0.976
9 O 0.044 -0.610 2.153  -0.733
10 C 1.762 0.748 1.259  -1.351
11 N 2.770 0.700 0.237  -0.079
12 C 3.063 1.791 -0.520  0.574
13 O 2.535 2.871 -0.344  -0.664
14 C 4.060 1.544 -1.575  0.207
15 C 4.843 0.457 -1.886  -0.312
16 C 5.569 0.812 -3.040  -0.492
17 C 5.175 2.082 -3.348  -0.591
18 O 4.275 2.525 -2.472  -0.352
19 C -0.893 -1.583 -0.257  1.005
20 C -2.284 -0.930 -0.050  -0.882
21 O -3.054 -0.793 -0.979  -0.721
22 N -2.521 -0.560 1.211  0.107
23 C -3.750 0.065 1.650  -0.190
24 C -3.463 1.443 2.264  -0.674
25 C -3.218 1.137 3.738  -0.532
26 C -4.306 0.111 4.051  -0.683
27 C -4.390 -0.758 2.789  -0.846
28 C -0.699 -2.813 0.597  0.777
29 C -1.793 -3.560 1.023  -0.372
30 C -1.568 -4.704 1.772  -0.657
31 N -0.364 -5.134 2.106  -0.649
32 C 0.675 -4.434 1.689  -0.625
33 C 0.567 -3.280 0.931  -0.520
34 C 0.357 1.233 -1.722  1.030
35 C -0.524 2.115 -0.897  -1.375
36 H 1.057 3.798 -2.600  0.368
37 H -0.428 3.325 -3.425  0.368
38 H 1.106 3.329 -4.305  0.417
39 H 2.077 1.253 -4.642  0.398
40 H 2.558 -1.059 -3.948  0.470
41 H 1.674 -1.897 -1.797  0.519
42 H 2.197 0.554 2.247  0.581
43 H 1.373 1.773 1.259  0.283
44 H 3.237 -0.173 0.061  0.148
45 H 4.910 -0.476 -1.363  0.515
46 H 6.280 0.209 -3.566  0.474
47 H 5.463 2.744 -4.140  0.514
48 H -0.870 -1.892 -1.310  0.796
49 H -1.787 -0.691 1.902  0.350
50 H -4.391 0.131 0.767  0.661
51 H -2.618 1.932 1.782  0.160
52 H -4.340 2.081 2.155  0.380
53 H -3.285 2.022 4.367  0.446
54 H -2.230 0.693 3.868  0.173
55 H -5.254 0.625 4.216  0.285
56 H -4.080 -0.477 4.938  0.393
57 H -3.828 -1.683 2.921  0.221
58 H -5.419 -1.024 2.554  0.360
59 H -2.798 -3.261 0.769  0.519
60 H -2.394 -5.307 2.123  0.407
61 H 1.645 -4.820 1.975  0.379
62 H 1.456 -2.752 0.618  0.288
63 H -0.932 1.584 -0.041  -0.320
64 H -1.356 2.478 -1.498  0.572
65 H 0.042 2.977 -0.546  0.334

## Properties
HOMO   -8.90 eV
Energy above the lowest of the compared OMol25 structures with the same formula, charge and spin   133.3 kJ/mol
LUMO   0.418 eV
E_tot   -42637.7254 eV

***

Entry from the OMol25 dataset: the molecule C27H30N4O5 in a non-equilibrium geometry (ωB97M-V/def2-TZVPD).

Each line ends with the Mulliken charge.
Positions of all 66 atoms, in Å:
1 C 2.650 -0.883 6.769  -1.525
2 C 2.125 -1.156 5.369  -0.011
3 O 1.321 -0.054 4.992  -0.399
4 C 0.790 -0.018 3.747  0.554
5 C 0.026 1.112 3.443  -0.739
6 C -0.535 1.266 2.196  -0.540
7 C -0.333 0.296 1.219  -0.846
8 N -0.910 0.435 -0.075  0.666
9 C -0.570 1.394 -0.961  1.043
10 O -1.136 1.527 -2.036  -0.716
11 C 0.585 2.326 -0.605  -1.339
12 N 1.691 1.690 0.059  -0.062
13 C 2.183 2.165 1.231  0.185
14 O 1.801 3.200 1.741  -0.680
15 C 3.205 1.306 1.843  0.670
16 C 3.863 1.446 3.037  -0.521
17 C 4.685 0.307 3.169  -0.438
18 C 4.467 -0.443 2.052  -0.566
19 O 3.578 0.148 1.244  -0.359
20 C -1.896 -0.588 -0.443  0.971
21 C -1.256 -1.561 -1.465  -0.552
22 O -0.796 -2.628 -1.105  -0.768
23 N -1.245 -1.105 -2.720  -0.044
24 C -0.646 -1.816 -3.829  -0.226
25 C 0.565 -1.041 -4.369  -0.696
26 C -0.046 -0.094 -5.396  -0.488
27 C -1.062 -0.983 -6.111  -0.660
28 C -1.637 -1.886 -5.009  -0.836
29 C -3.210 -0.005 -0.897  0.198
30 C -3.656 1.235 -0.455  -0.516
31 C -4.881 1.708 -0.893  -0.699
32 C -5.625 0.915 -1.752  -0.427
33 N -5.228 -0.280 -2.153  -0.707
34 C -4.059 -0.726 -1.734  -0.271
35 C 0.386 -0.850 1.528  -0.137
36 C 0.946 -1.010 2.782  -0.397
37 H 3.275 -1.709 7.098  0.425
38 H 3.235 0.032 6.771  0.326
39 H 1.821 -0.765 7.460  0.348
40 H 2.962 -1.270 4.666  0.158
41 H 1.527 -2.078 5.359  0.326
42 H -0.102 1.865 4.203  0.426
43 H -1.118 2.147 1.976  0.331
44 H 0.904 2.786 -1.548  0.446
45 H 0.241 3.125 0.061  0.339
46 H 2.058 0.831 -0.318  0.267
47 H 3.755 2.263 3.720  0.563
48 H 5.347 0.078 3.979  0.530
49 H 4.875 -1.381 1.728  0.503
50 H -2.075 -1.178 0.465  0.665
51 H -1.538 -0.148 -2.887  0.445
52 H -0.372 -2.802 -3.448  0.650
53 H 1.096 -0.522 -3.573  0.209
54 H 1.254 -1.731 -4.856  0.349
55 H 0.695 0.322 -6.077  0.447
56 H -0.550 0.729 -4.888  0.146
57 H -1.837 -0.407 -6.612  0.391
58 H -0.551 -1.589 -6.862  0.278
59 H -1.761 -2.909 -5.358  0.352
60 H -2.613 -1.526 -4.681  0.229
61 H -3.054 1.826 0.219  0.378
62 H -5.247 2.671 -0.573  0.416
63 H -6.584 1.241 -2.132  0.378
64 H -3.787 -1.715 -2.080  0.550
65 H 0.506 -1.624 0.785  0.497
66 H 1.504 -1.908 2.991  0.510

## Properties
HOMO   -8.44 eV
Energy above the lowest of the compared OMol25 structures with the same formula, charge and spin   241.0 kJ/mol
LUMO   0.580 eV
E_tot   -44684.7239 eV

***

Entry from the OMol25 dataset: a structure of composition C27H30NOPt in a non-equilibrium geometry (ωB97M-V/def2-TZVPD).

Each line ends with the Mulliken charge.
Positions of all 60 atoms, in Å:
1 C 1.307 -0.711 1.965  -0.903
2 C 2.360 -0.424 0.987  0.254
3 C 2.099 0.972 0.500  -0.854
4 H 3.340 -0.887 0.932  0.464
5 C 1.045 1.498 1.323  -0.473
6 C 0.559 0.467 2.173  -0.649
7 H -0.185 0.600 2.950  0.496
8 H 1.235 -1.646 2.509  0.457
9 H 2.817 1.543 -0.086  0.611
10 H 0.779 2.542 1.400  0.685
11 C -0.655 -1.250 -1.912  -0.784
12 C 0.187 -2.379 -1.452  0.066
13 C -0.203 -2.633 -0.061  -0.786
14 H 0.793 -3.021 -2.087  0.677
15 C -1.384 -1.885 0.195  -0.575
16 C -1.654 -1.038 -0.896  -0.529
17 H -2.526 -0.394 -1.009  0.452
18 H -0.662 -0.891 -2.939  0.769
19 H 0.244 -3.402 0.572  0.530
20 H -2.030 -2.032 1.062  0.479
21 Pt 1.239 -0.720 -0.729  0.421
22 O -1.297 2.240 -0.396  -0.259
23 C -0.441 3.154 -1.197  -0.786
24 C -1.442 3.609 -0.169  0.242
25 H 0.633 3.162 -0.997  0.369
26 H -0.795 3.255 -2.228  0.428
27 H -1.018 3.974 0.773  0.331
28 H -2.756 5.706 0.854  0.358
29 C -3.309 5.271 0.021  -0.498
30 C -2.727 4.166 -0.619  0.678
31 C -3.411 3.559 -1.692  -0.554
32 H -2.996 2.685 -2.207  0.211
33 C -4.641 4.069 -2.091  -0.553
34 H -5.187 3.608 -2.904  0.381
35 C -5.204 5.191 -1.482  -0.555
36 H -6.149 5.615 -1.826  0.376
37 C -4.521 5.780 -0.418  -0.480
38 H -4.933 6.649 0.076  0.383
39 C 5.832 -2.761 -1.757  -0.974
40 N 5.087 -1.526 -1.830  0.165
41 C 5.431 -0.551 -0.820  -0.885
42 C 3.703 -1.679 -2.153  -0.442
43 C 3.160 -0.489 -2.901  0.803
44 C 3.881 0.062 -3.962  -0.540
45 C 3.324 1.109 -4.699  -0.781
46 C 2.046 1.586 -4.371  -0.841
47 C 1.352 1.055 -3.261  0.087
48 C 1.955 0.064 -2.501  -0.637
49 H 6.903 -2.540 -1.666  0.315
50 H 5.647 -3.329 -2.678  0.314
51 H 5.526 -3.392 -0.898  0.334
52 H 4.906 0.398 -0.992  0.202
53 H 5.193 -0.909 0.203  0.305
54 H 6.518 -0.376 -0.865  0.406
55 H 3.631 -2.581 -2.786  0.427
56 H 3.085 -1.872 -1.216  -0.085
57 H 4.867 -0.361 -4.156  0.456
58 H 3.896 1.523 -5.525  0.396
59 H 1.603 2.379 -4.978  0.434
60 H 0.363 1.423 -3.000  0.661

## Properties
HOMO (spin up / spin down)   -9.26 / -11.04 eV
Energy above the lowest of the compared OMol25 structures with the same formula, charge and spin   31.4 kJ/mol
LUMO (spin up / spin down)   -2.495 / -6.501 eV
Multiplicity   5
Charge   +1
E_tot   -35254.8605 eV